[1]
{
  "formula": "C8H24ClI2OP2STi",
  "method": "wB97M-V/def2-TZVPD",
  "symbols": ["I", "I", "Ti", "P", "C", "C", "H", "H", "H", "H", "H", "H", "C", "H", "H", "H", "P", "C", "C", "H", "H", "H", "C", "H", "H", "H", "H", "H", "H", "Cl", "C", "S", "C", "O", "H", "H", "H", "H", "H", "H"],
  "coordinates": [[0.0198, -0.7317, -3.4005], [0.0606, 1.8555, -4.1493], [0.3216, 0.2673, -0.2653], [-2.3284, 1.1099, -0.0348], [-3.4294, 0.9701, -1.4890], [-3.3468, -0.0641, 1.0134], [-4.4179, 0.2220, 0.9752], [-4.3452, 2.2324, 0.7306], [-3.0221, -0.0539, 2.0602], [-2.9505, 2.8402, 1.6399], [-3.2547, 0.0347, -2.0213], [-3.2826, -1.0976, 0.6576], [-3.2948, 2.5476, 0.6505], [-4.4565, 1.0003, -1.0849], [-3.2806, 3.4102, -0.0125], [-3.2896, 1.8331, -2.1456], [2.7078, 1.1239, 0.1158], [3.5443, 0.8997, -1.4729], [3.4342, 2.7191, 0.6815], [3.3934, -0.0573, 2.1610], [4.8090, 0.5883, 1.2266], [3.9849, -0.8926, 0.7254], [3.8236, 0.0938, 1.1615], [2.9941, 3.0392, 1.6345], [4.5178, 2.5601, 0.8209], [4.6103, 0.8891, -1.2194], [3.2913, 1.7293, -2.1392], [3.3130, 3.5193, -0.0529], [3.2120, -0.0534, -1.8891], [0.1255, 0.1647, 2.0396], [0.1086, -3.0385, 1.5562], [0.5910, -3.1074, -0.1370], [-0.9050, -3.8673, -0.7736], [0.3211, -1.5624, -0.5516], [0.2801, -3.9923, 2.0770], [-0.9627, -2.8123, 1.5343], [0.6228, -2.2029, 2.0297], [-1.7564, -3.6304, -0.1264], [-1.0680, -3.5497, -1.8091], [-0.6956, -4.9364, -0.7170]],
  "forces_ev_per_a": [[0.028, 1.014, -0.256], [-0.024, -0.345, 0.078], [-1.155, 0.035, 1.144], [-2.640, -0.169, 0.540], [0.154, 0.024, -0.291], [0.508, -0.667, 0.258], [0.787, -0.045, -0.108], [0.498, -0.044, -0.070], [-0.008, 0.062, -0.212], [0.064, 0.074, 0.012], [-0.129, 0.106, -0.169], [0.102, 0.066, -0.003], [0.626, 0.603, 0.126], [0.461, -0.106, -0.399], [0.262, 0.084, 0.012], [-0.004, -0.234, -0.118], [1.923, 0.371, 0.354], [-0.130, 0.162, 0.124], [-0.445, 0.513, 0.021], [0.246, 0.179, -0.187], [-0.589, -0.192, -0.002], [-0.107, -0.050, -0.067], [-0.510, -0.648, 0.369], [0.133, -0.082, -0.225], [-0.564, -0.001, -0.099], [-0.112, -0.041, -0.535], [0.174, -0.227, -0.096], [-0.189, -0.084, 0.085], [0.306, 0.056, -0.246], [0.158, 0.442, -0.572], [-0.493, -0.287, 0.668], [-0.939, 1.649, -0.325], [0.158, -0.233, -0.032], [0.604, -1.769, 0.492], [0.136, 0.253, -0.300], [0.248, 0.013, 0.276], [0.230, -0.296, 0.018], [0.238, 0.104, -0.279], [0.144, -0.181, 0.221], [-0.150, -0.111, -0.206]],
  "e_above_lowest_kcal_mol": 8.8,
  "orbital_gap_ev": [7.6, 7.7],
  "charge": 2,
  "max_force_ev_per_a": 2.70,
  "s2": 0.755,
  "spin_multiplicity": 2
}

---

[2]
{
  "formula": "C8H24ClN2O2",
  "method": "wB97M-V/def2-TZVPD",
  "symbols": ["C", "C", "C", "O", "C", "N", "H", "H", "H", "H", "H", "H", "H", "H", "H", "H", "H", "H", "C", "C", "C", "O", "C", "N", "H", "H", "H", "H", "H", "H", "H", "H", "H", "H", "H", "H", "Cl"],
  "coordinates": [[3.1320, 3.2720, 1.4242], [1.8130, 2.4005, 1.6839], [0.5529, 3.1960, 2.0080], [-0.1071, 3.8101, 0.9144], [-1.3591, 4.2096, 1.3683], [1.5232, 1.6621, 0.4224], [1.9279, 2.0448, -0.4201], [1.8176, 0.6975, 0.4763], [0.5292, 1.5306, 0.3007], [4.0777, 2.7893, 1.1778], [3.3803, 3.9229, 2.2625], [2.9740, 3.9311, 0.5705], [1.9867, 1.5253, 2.3099], [0.8238, 3.9567, 2.7401], [-0.1387, 2.5290, 2.5227], [-1.3841, 4.8464, 2.2526], [-1.9819, 3.3488, 1.6113], [-1.8332, 4.7220, 0.5312], [0.2105, -1.5055, -2.3243], [-0.6784, -2.4286, -1.4730], [-1.5829, -3.4299, -2.2823], [-2.2626, -4.4251, -1.6168], [-3.2434, -3.9051, -0.7486], [0.2387, -3.2355, -0.5406], [1.0314, -3.6753, -0.9858], [0.6560, -2.6229, 0.1454], [-0.2403, -4.0267, -0.1350], [-0.5559, -1.1393, -3.0075], [1.0497, -2.0594, -2.7449], [0.6445, -0.7857, -1.6304], [-1.3185, -1.7803, -0.8746], [-0.9653, -3.8977, -3.0491], [-2.3084, -2.8006, -2.7978], [-3.8576, -4.7497, -0.4365], [-3.9513, -3.1755, -1.1419], [-2.8195, -3.3469, 0.0862], [2.2190, -1.4051, 1.4011]],
  "forces_ev_per_a": [[-0.908, 0.012, 0.133], [1.826, 0.647, -1.391], [0.457, 0.186, 1.063], [1.538, -0.817, 0.387], [-1.671, 0.352, -0.670], [-0.489, -0.365, -0.908], [-0.048, 0.521, -0.238], [1.038, -1.451, 0.535], [-0.580, 0.576, -0.274], [-0.376, -0.899, 0.207], [-0.387, -0.132, 0.165], [-0.419, 0.177, -0.007], [0.014, 0.678, 0.988], [0.052, 0.127, 0.144], [-0.222, -0.247, -0.010], [0.524, 0.230, -0.010], [-0.073, -0.282, 0.030], [-0.031, 0.136, 0.180], [-1.001, -1.193, 1.034], [0.440, -1.322, 0.083], [0.945, 1.292, -0.975], [0.190, 0.162, 0.696], [-0.834, -0.163, 0.718], [-0.994, -0.051, -0.810], [0.372, 0.143, -0.796], [0.652, 0.718, 1.384], [-0.574, -0.088, 0.608], [0.894, 0.694, -0.539], [-0.303, 0.092, -0.589], [-0.186, 0.401, -0.379], [0.162, -0.325, 0.483], [0.066, -0.158, -0.001], [-0.038, 0.282, -0.260], [0.291, 0.098, 0.353], [0.113, 0.011, -1.039], [0.276, -0.444, 0.449], [-0.716, 0.401, -0.742]],
  "e_above_lowest_kcal_mol": 25.8,
  "orbital_gap_ev": 9.1,
  "charge": 1,
  "max_force_ev_per_a": 2.39
}

---

[3]
{
  "formula": "C8H24O8",
  "method": "wB97M-V/def2-TZVPD",
  "symbols": ["C", "C", "O", "O", "H", "H", "H", "H", "H", "H", "C", "C", "O", "O", "H", "H", "H", "H", "H", "H", "C", "C", "O", "O", "H", "H", "H", "H", "H", "H", "C", "C", "O", "O", "H", "H", "H", "H", "H", "H"],
  "coordinates": [[-5.4082, -2.3392, 2.5799], [-6.3289, -2.6863, 1.3214], [-5.5791, -3.0071, 0.1581], [-4.8266, -1.0070, 2.3575], [-4.6132, -3.0747, 2.7030], [-5.9209, -2.3457, 3.5418], [-7.0089, -1.8349, 1.3515], [-6.9761, -3.5027, 1.6419], [-5.1247, -2.1801, -0.0187], [-4.1043, -1.2594, 1.7776], [6.2061, 4.1848, 2.9962], [5.3586, 3.4884, 4.1101], [5.4704, 4.2616, 5.2982], [5.9933, 3.4856, 1.8138], [7.2906, 4.2531, 3.0806], [5.8356, 5.2015, 2.8653], [5.5013, 2.4288, 4.3221], [4.3412, 3.6740, 3.7659], [6.1232, 3.8731, 5.8852], [6.5112, 2.6772, 1.8207], [1.5098, -1.5455, 1.0844], [1.2816, -1.6767, 2.6060], [0.5063, -0.5866, 3.1241], [0.2211, -1.1172, 0.4286], [1.8529, -2.5248, 0.7507], [2.3016, -0.8077, 0.9543], [2.2227, -1.7308, 3.1534], [0.6208, -2.5323, 2.7452], [-0.3778, -0.5803, 2.7501], [0.2289, -1.1942, -0.5283], [-1.0626, 0.1198, -6.1591], [-1.7083, -0.0855, -7.6257], [-1.9555, 1.2672, -8.1205], [-0.6683, -1.1369, -5.6030], [-1.6216, 0.7807, -5.4967], [-0.1386, 0.6978, -6.1703], [-2.6375, -0.6502, -7.5495], [-0.9611, -0.4719, -8.3188], [-2.0512, 1.1290, -9.0657], [-0.3038, -1.6449, -6.3315]],
  "forces_ev_per_a": [[-0.208, 0.331, -1.256], [0.485, -0.257, 3.157], [-0.752, 0.742, 0.868], [-0.274, -1.651, 0.132], [0.177, -0.076, -0.263], [-0.467, 0.314, -0.285], [0.080, 0.377, -1.218], [0.286, -0.517, -0.514], [0.250, 0.048, -0.565], [0.438, 0.689, -0.065], [0.043, -0.961, 0.503], [0.373, 2.045, -0.089], [-0.048, -0.069, 0.531], [-0.596, -0.454, -1.643], [0.116, 0.053, 1.095], [-0.129, -0.079, 0.095], [0.327, -0.041, -0.456], [-0.127, -0.524, -0.001], [0.047, 0.008, -0.062], [-0.005, 0.021, 0.027], [-1.020, 0.626, 0.073], [-2.398, 0.583, -1.025], [1.062, 0.382, 0.427], [1.546, -0.673, 1.626], [-0.111, 0.039, -0.417], [-0.197, 0.192, -0.511], [-0.173, -0.081, -0.072], [0.606, -0.658, 0.227], [0.132, -0.226, -0.340], [0.534, -0.182, 0.009], [0.874, -0.243, -1.669], [0.968, 2.529, 1.956], [-0.176, -1.090, 0.212], [-0.983, 0.121, 0.329], [-0.945, -0.940, 0.141], [0.184, 0.265, -1.060], [0.163, -0.207, -0.120], [-0.052, -0.810, 0.327], [-0.146, 0.466, -0.159], [0.117, -0.090, 0.053]],
  "e_above_lowest_kcal_mol": 57.2,
  "smiles": "OCCO.OCCO.OCCO.OCCO",
  "orbital_gap_ev": 10.2,
  "max_force_ev_per_a": 3.34
}

---

[4]
{
  "formula": "C8H25BN3O2P",
  "method": "wB97M-V/def2-TZVPD",
  "symbols": ["C", "B", "O", "P", "N", "N", "C", "C", "C", "N", "H", "H", "H", "H", "H", "H", "H", "H", "H", "H", "H", "H", "H", "H", "H", "C", "C", "O", "C", "C", "H", "H", "H", "H", "H", "H", "H", "H", "H", "H"],
  "coordinates": [[4.0254, 0.4198, -0.8657], [3.3682, 1.7128, -1.4847], [3.9084, 2.2287, -2.6621], [1.7156, 2.4745, -0.6596], [2.4348, 2.5958, 0.8919], [1.6983, 3.8311, -1.6875], [0.0044, 2.9781, 0.1281], [-1.1812, 2.3163, -0.5120], [-1.3061, 0.8169, -0.3589], [-2.0973, 2.9237, -1.1531], [3.8374, 0.2958, 0.2032], [5.1044, 0.4306, -1.0532], [3.6312, -0.4798, -1.3608], [3.8072, 1.6600, -3.4385], [1.0890, 1.2420, -1.0970], [2.0556, 3.3762, 1.4173], [3.4377, 2.7324, 0.8222], [0.8100, 4.3136, -1.7313], [2.0233, 3.6489, -2.6285], [-0.1430, 4.0654, 0.0989], [0.0121, 2.6859, 1.1845], [-2.3181, 0.5679, -0.0350], [-0.5811, 0.3943, 0.3369], [-1.1602, 0.3353, -1.3301], [-1.9114, 3.9270, -1.1810], [-3.7233, -3.6637, 0.2328], [-2.2829, -3.2984, -0.0810], [-1.7272, -2.3292, 0.7899], [-1.6766, -2.6766, 2.1621], [-0.8535, -3.9176, 2.4607], [-4.3549, -2.7746, 0.2202], [-4.0963, -4.3649, -0.5149], [-3.8239, -4.1392, 1.2093], [-2.2260, -2.8430, -1.0702], [-1.6585, -4.1991, -0.1076], [-2.6877, -2.7825, 2.5721], [-1.2266, -1.8102, 2.6480], [-1.2800, -4.8132, 2.0072], [-0.8123, -4.0811, 3.5384], [0.1651, -3.7999, 2.0890]],
  "forces_ev_per_a": [[-0.086, -0.192, -0.120], [0.405, 0.005, 0.170], [-1.025, -0.046, -0.389], [0.479, 0.387, -0.073], [0.119, 0.386, -0.231], [-0.722, -0.215, -0.233], [-0.281, 0.070, 0.202], [0.041, -0.010, 0.075], [-0.075, 0.004, -0.104], [0.038, 0.023, -0.145], [-0.004, -0.012, -0.079], [-0.078, -0.035, 0.051], [0.055, 0.066, 0.037], [0.600, -0.010, 0.266], [-0.011, -0.026, 0.118], [-0.153, -0.242, 0.188], [0.015, -0.168, 0.040], [0.046, 0.024, -0.014], [0.447, 0.084, 0.141], [0.129, -0.066, 0.072], [0.031, -0.090, -0.106], [0.103, -0.004, 0.037], [-0.090, 0.036, 0.002], [0.014, 0.026, 0.083], [-0.005, -0.015, 0.019], [-0.004, 0.035, 0.046], [-0.007, -0.021, -0.047], [0.031, 0.038, -0.015], [-0.008, 0.015, 0.043], [0.020, -0.006, -0.052], [-0.004, -0.001, -0.001], [-0.003, 0.013, -0.015], [0.010, -0.032, -0.016], [0.005, -0.006, -0.001], [-0.003, 0.002, 0.037], [-0.005, -0.023, -0.026], [-0.009, 0.000, 0.006], [-0.024, -0.002, 0.030], [0.010, 0.012, 0.004], [0.001, -0.003, 0.000]],
  "smiles": "[H]/N=C(/C)C[PH](N)(N)B(C)O.CCOCC",
  "orbital_gap_ev": 8.1,
  "max_force_ev_per_a": 1.10
}

---

[5]
{
  "formula": "C8H25InO5S4",
  "method": "wB97M-V/def2-TZVPD",
  "symbols": ["In", "O", "H", "C", "S", "O", "C", "H", "H", "H", "H", "H", "H", "C", "S", "O", "C", "H", "H", "H", "H", "H", "H", "C", "S", "O", "C", "H", "H", "H", "H", "H", "H", "C", "S", "O", "C", "H", "H", "H", "H", "H", "H"],
  "coordinates": [[2.1929, -1.7000, 2.6697], [0.4803, 0.0306, 1.2463], [-0.0067, 0.4625, 0.5177], [-1.0797, 0.8522, -2.3999], [-0.9863, -0.0902, -4.0831], [0.2992, -0.8958, -4.0167], [-2.3119, -1.2908, -3.7268], [-0.2608, 1.5713, -2.3790], [-1.0308, 0.1694, -1.5516], [-1.9955, 1.4417, -2.3564], [-3.3290, -0.9303, -3.5729], [-2.1337, -1.8571, -2.8127], [-2.1359, -1.9661, -4.5641], [-0.9831, 1.8249, 3.7443], [-0.8462, 3.5045, 2.8625], [-1.6304, 4.6593, 3.5176], [0.9054, 3.6684, 3.3932], [-0.4189, 1.0722, 3.1937], [-1.9681, 1.3623, 3.6823], [-0.6202, 1.9284, 4.7669], [1.5511, 2.9667, 2.8652], [1.1260, 3.5599, 4.4551], [1.2631, 4.6267, 3.0165], [4.7113, 1.6631, -2.8382], [3.2157, 0.7621, -3.5064], [3.8662, -0.5280, -4.0931], [2.4737, 0.3227, -1.8974], [4.3761, 2.5848, -2.3625], [5.2786, 1.8774, -3.7439], [5.2458, 1.1191, -2.0594], [3.2095, -0.0747, -1.1983], [1.7356, -0.4404, -2.1445], [2.1400, 1.2389, -1.4103], [-2.8479, -4.4402, 2.4032], [-1.8928, -2.8089, 2.4636], [-0.3899, -3.0998, 2.7305], [-1.9958, -2.3374, 0.7299], [-3.7454, -4.2619, 1.8109], [-3.2115, -4.6844, 3.4013], [-2.2135, -5.2498, 2.0422], [-1.2125, -2.8824, 0.2032], [-1.8623, -1.2560, 0.7579], [-2.9617, -2.4749, 0.2438]],
  "forces_ev_per_a": [[-1.030, 0.001, -0.327], [0.112, 0.124, 0.034], [0.421, -0.288, 0.329], [0.055, 0.194, -1.078], [0.414, -0.273, 2.654], [-1.145, 0.893, -0.066], [0.517, -0.446, 0.028], [0.109, -0.216, -0.123], [0.068, -0.299, -0.339], [-0.167, -0.226, -0.239], [0.131, 0.496, -0.869], [0.748, 0.130, 0.067], [-0.761, -0.151, -0.041], [-0.841, -0.097, -0.240], [0.047, 0.728, 2.642], [1.535, -2.892, -1.291], [0.662, 0.628, -1.117], [0.811, 0.557, -0.585], [-0.388, 0.760, 0.327], [-0.277, 0.226, -0.044], [-0.490, -0.464, -0.194], [-0.746, 0.157, 0.085], [-0.273, 0.262, 0.323], [-0.983, 0.545, -0.551], [3.303, -2.565, 0.486], [-1.871, 2.592, 1.091], [-0.090, -0.325, 0.216], [-0.174, 0.186, -0.323], [0.269, -0.021, 0.322], [-0.122, -0.609, -0.503], [0.422, -0.241, -0.483], [-0.278, 0.345, 0.203], [-0.571, 0.027, -0.396], [0.405, 0.781, 0.424], [0.691, -1.496, 0.386], [-1.560, 0.474, -0.546], [-0.056, 0.369, -0.048], [0.256, 0.021, -0.289], [0.377, 0.196, 0.131], [-0.010, 0.241, -0.218], [0.043, 0.232, -0.051], [0.571, -0.084, -0.213], [-0.133, -0.472, 0.428]],
  "e_above_lowest_kcal_mol": 90.0,
  "orbital_gap_ev": 2.0,
  "charge": 2,
  "max_force_ev_per_a": 4.21
}